(1)
114
Properties=species:S:1:pos:R:3 method="wB97M-V/def2-TZVPD" gap_ev=6.49 lumo_ev=1.7 total_charge=-1 total_energy_ha=-4766.9618 homo_ev=-4.75
C 2.6403 1.5454 1.7551
C 2.5159 2.0327 0.2651
C 3.2532 1.1416 -0.7928
Cl 5.0293 1.0275 -0.3164
P 2.4518 -0.5299 -1.1816
C 3.9681 -1.1861 -2.1887
C 4.8704 -2.1943 -1.3963
C 5.7924 -2.9459 -2.4855
C 5.5182 -4.5084 -2.4494
O 4.4659 -4.8911 -3.3547
O 2.9126 -1.2460 0.3808
C 2.1626 -2.2903 0.6733
N 1.8549 -3.3897 0.8019
O 1.8485 -0.1122 -2.7818
C 0.5684 0.4688 -2.7310
F 0.9140 1.8809 -2.6614
P -0.1649 0.3185 -4.4709
C 0.9275 -0.9585 -5.3216
O 0.1671 1.7490 -5.3331
C -0.1864 -0.0458 -1.4332
C -0.8291 -1.4773 -1.3454
C -1.7272 -1.9495 -2.5259
C -2.3974 -3.3327 -2.1412
O -2.6844 -0.9990 -2.9838
P -1.3397 1.1366 -0.4774
O -2.9370 0.8167 -0.7333
O -1.0811 2.7479 -0.8149
S -1.0407 0.9343 1.4454
O 0.8917 -0.1710 -0.4747
H 2.7498 2.4729 2.4015
H 1.7485 0.9964 2.1347
H 3.5351 0.9166 1.9636
H 1.4527 2.2589 -0.0063
H 3.0301 3.0377 0.2333
H 3.2524 1.7223 -1.7504
H 1.9306 -1.8633 -1.4633
H 3.4929 -1.7836 -3.0182
H 4.5335 -0.3653 -2.6995
H 5.5893 -1.6983 -0.7037
H 4.3011 -3.0084 -0.8897
H 5.4744 -2.6221 -3.5116
H 6.8727 -2.6935 -2.3707
H 6.4467 -5.0152 -2.8051
H 5.2535 -4.8309 -1.4105
H 3.7197 -4.2759 -3.2626
H 0.4774 -1.1993 -6.3196
H 1.9647 -0.5875 -5.5010
H 0.9961 -1.9112 -4.7478
H 0.6900 1.4937 -6.1162
H -0.0877 -2.2946 -1.1556
H -1.4835 -1.4757 -0.4270
H -1.0417 -2.1656 -3.4004
H -3.4891 -3.3595 -2.3581
H -2.2282 -3.4808 -1.0366
H -1.8466 -4.1367 -2.7010
H -3.1964 -1.3417 -3.7293
H -3.4645 1.2093 -0.0084
H -1.3466 2.8654 -1.7500
C 3.2375 4.3415 4.7859
O 3.5542 3.3536 4.1540
N 3.4351 4.4450 6.1316
N 2.6559 5.4341 4.2068
H 3.1787 5.2527 6.6661
H 3.8608 3.6583 6.5973
H 2.4920 5.3975 3.2162
H 2.3905 6.2534 4.7188
C 4.0341 -0.2005 -8.0219
O 2.9728 -0.7177 -7.7232
N 5.1690 -0.9233 -8.2416
N 4.1846 1.1483 -8.1624
H 6.0481 -0.5089 -8.4865
H 5.1045 -1.9212 -8.1473
H 3.3743 1.7207 -8.0085
H 5.0538 1.5835 -8.4065
C -3.1266 -5.4105 1.0802
O -3.2369 -4.2300 0.8082
N -4.0716 -6.3393 0.7421
N -2.0498 -5.9121 1.7454
H -3.9897 -7.3138 0.9609
H -4.8824 -6.0121 0.2492
H -1.3285 -5.2625 2.0116
H -1.9460 -6.8821 1.9747
C -6.1008 0.5365 1.1914
O -5.0115 0.9608 1.5455
N -7.2609 1.2163 1.4031
N -6.2477 -0.6566 0.5516
H -8.1604 0.8799 1.1159
H -7.1964 2.1009 1.8703
H -5.4131 -1.1915 0.3745
H -7.1345 -1.0167 0.2548
C 2.8803 0.8762 7.2113
O 4.0762 1.0158 7.4499
N 2.3696 0.8725 5.9559
N 1.9453 0.7134 8.1873
H 1.3903 0.7633 5.7631
H 3.0133 0.9910 5.1903
H 2.2646 0.7095 9.1384
H 0.9651 0.6000 7.9924
C -9.0593 3.7618 -0.5371
O -9.3582 2.8363 0.1993
N -8.0871 4.6639 -0.2297
N -9.6721 3.9754 -1.7360
H -7.8335 5.4268 -0.8283
H -7.6068 4.5448 0.6441
H -10.3958 3.3332 -2.0041
H -9.4344 4.7316 -2.3495
C -1.8347 1.8701 7.2895
O -0.6486 1.5814 7.2986
N -2.8127 0.9547 7.0554
N -2.2824 3.1367 7.5122
H -3.7889 1.1815 7.0439
H -2.5259 0.0073 6.8837
H -1.5922 3.8446 7.6882
H -3.2527 3.3870 7.5062

(2)
10
Properties=species:S:1:pos:R:3 method="wB97M-V/def2-TZVPD" gap_ev=8.44 lumo_ev=-0.5 e_above_lowest_kj_mol=79.7 total_charge=0 total_energy_ha=-615.3067 homo_ev=-8.93 smiles="C[C@H](F)C=S"
C -0.9248 -0.6057 -0.5537
C -0.1941 0.4348 0.2832
C 1.2704 0.0641 0.5520
H -1.6351 -0.0265 -1.1557
H -0.2639 -0.9144 -1.3503
H -1.4493 -1.2759 0.1267
H -0.5886 0.5286 1.2355
H 1.5044 -0.1014 1.6819
F -0.2216 1.6267 -0.3738
S 2.5025 0.2699 -0.4459

(3)
9
Properties=species:S:1:pos:R:3 method="wB97M-V/def2-TZVPD" gap_ev=7.85 lumo_ev=-3.1 e_above_lowest_kj_mol=714.1 total_charge=0 total_energy_ha=-428.2818 homo_ev=-10.91
C -0.1433 -2.6406 0.3860
C 0.2877 -1.4505 0.3009
C 1.0618 -0.2619 0.0245
C 0.1502 -0.1471 1.1205
O -0.1152 1.7495 -1.8399
F -1.0788 0.3272 1.0953
F 0.7123 -0.0856 2.3183
H 0.1479 0.9734 -1.3885
H -1.0227 1.5355 -2.0170

(4)
111
Properties=species:S:1:pos:R:3 method="wB97M-V/def2-TZVPD" gap_ev=7.30 lumo_ev=-3.6 total_charge=+1 total_energy_ha=-3848.3897 homo_ev=-10.93
C 0.9975 3.8110 3.8264
C 2.4392 3.2952 3.7420
C 2.8480 2.6675 2.4053
C 1.8219 1.7635 1.7174
C 2.4452 1.0628 0.4830
C 1.2125 0.7896 2.6520
N -0.0338 0.4711 2.7119
P -1.4280 1.0851 1.7495
C -0.8598 1.3160 0.0284
C -2.4708 -0.4042 1.4947
C -0.3459 -0.4327 3.8584
C -1.3813 0.2616 4.7829
C -2.8034 -0.3071 4.7547
O -3.7778 0.6260 4.3317
C 0.9948 -0.5742 4.5946
C 1.3336 -1.9580 5.1380
C 1.4814 -3.0779 4.0958
S 3.1615 -3.8150 4.0784
C 3.8526 -3.0317 2.6920
N 3.5481 -3.2281 1.4494
N 4.3709 -2.3807 0.7082
C 5.1150 -1.7652 1.5723
O 4.8410 -2.1086 2.8455
C 2.0165 0.0429 3.6354
H 0.6630 3.7580 4.8570
H 0.2816 3.2363 3.2480
H 0.9285 4.8535 3.5455
H 2.6517 2.6472 4.5829
H 3.0892 4.1507 3.8867
H 3.7737 2.1101 2.5356
H 3.0816 3.4730 1.7187
H 1.0301 2.4182 1.3674
H 2.5232 -0.0108 0.5877
H 1.8501 1.2667 -0.3952
H 3.4183 1.4972 0.2983
H -0.4499 2.3025 -0.1208
H -1.7393 1.1603 -0.5857
H -0.1443 0.5460 -0.2400
H -3.3578 -0.3676 2.1102
H -1.9044 -1.3184 1.6255
H -2.7878 -0.3378 0.4608
H -0.7188 -1.3990 3.5425
H -1.4077 1.3170 4.5323
H -1.0225 0.2158 5.8020
H -3.0952 -0.5802 5.7608
H -2.8449 -1.2216 4.1612
H -3.3908 1.2181 3.6827
H 1.0321 0.0733 5.4658
H 0.5558 -2.2113 5.8520
H 2.2525 -1.8743 5.7054
H 0.8272 -3.9001 4.3274
H 1.2729 -2.7095 3.1008
H 5.8839 -1.0515 1.3490
H 2.4848 -0.7466 3.0379
H 2.8521 0.5527 4.0869
C -2.5383 -5.9682 0.2222
C -2.3220 -5.4968 1.4580
C -1.2316 -4.5003 1.7473
O -1.0974 -4.1184 2.9006
C -0.3772 -4.0660 0.6675
C -0.5805 -4.5450 -0.5692
C -1.6939 -5.5224 -0.8711
O -1.8143 -5.8784 -2.0248
O 0.1608 -4.2056 -1.6025
O -3.0394 -5.8592 2.5100
H -3.3206 -6.6799 0.0005
H 0.4262 -3.3773 0.8948
H -0.1926 -4.6824 -2.3822
H -2.6815 -5.3775 3.2776
C -3.6248 1.5184 -3.5429
C -3.4585 1.8294 -4.8396
C -3.0344 0.8021 -5.8607
O -2.9237 1.1748 -7.0096
C -2.7869 -0.5567 -5.4096
C -2.9550 -0.8578 -4.1170
C -3.3881 0.1652 -3.1024
O -3.5184 -0.2049 -1.9413
O -2.7696 -2.0719 -3.6179
O -3.6524 3.0347 -5.3276
H -3.9349 2.2473 -2.8073
H -2.4790 -1.2874 -6.1439
H -2.9897 -2.0033 -2.6697
H -3.4770 2.9779 -6.2888
C 9.6688 -3.3343 -1.1330
C 8.8967 -2.6511 -0.2800
C 8.4783 -1.2275 -0.5444
O 7.7501 -0.6880 0.2786
C 8.9525 -0.5760 -1.7412
C 9.7317 -1.2555 -2.5983
C 10.1294 -2.6903 -2.3507
O 10.8216 -3.2273 -3.1904
O 10.2064 -0.7392 -3.7133
O 8.4416 -3.1635 0.8571
H 9.9717 -4.3559 -0.9535
H 8.6595 0.4499 -1.9120
H 10.7323 -1.4421 -4.1440
H 7.9252 -2.4587 1.2850
C -8.6177 4.2361 -6.0549
C -9.3402 5.3348 -6.3214
C -8.7629 6.7237 -6.1931
O -9.4905 7.6557 -6.4721
C -7.3880 6.8648 -5.7468
C -6.6712 5.7661 -5.4796
C -7.2431 4.3809 -5.6274
O -6.4927 3.4562 -5.3685
O -5.4094 5.7892 -5.0703
O -10.6001 5.3002 -6.7150
H -9.0212 3.2377 -6.1453
H -6.9865 7.8631 -5.6466
H -5.1400 4.8541 -4.9658
H -10.8756 6.2294 -6.8405

(5)
68
Properties=species:S:1:pos:R:3 method="wB97M-V/def2-TZVPD" gap_ev="4.67 / 7.79" spin_multiplicity=5 lumo_ev="0.6 / 0.5" total_charge=0 total_energy_ha=-3324.2685 homo_ev="-4.05 / -7.32"
C -0.2046 -1.3158 -1.5165
C -0.8226 -0.0980 -1.9267
C 0.1920 0.9042 -2.0760
H -1.8656 0.0113 -2.1988
C 1.4658 0.2934 -1.7660
C 1.2146 -1.0838 -1.4163
H 1.9811 -1.8347 -1.2167
H -0.7174 -2.2699 -1.4078
H 0.0273 1.8991 -2.4720
H 2.4558 0.7326 -1.8706
Fe 0.2468 0.1976 -0.0776
C -3.8721 3.1754 1.8439
H -3.3092 3.9826 1.3656
H -3.7244 3.2431 2.9389
H -4.9464 3.3204 1.6497
Si -3.3994 1.4981 1.0976
C -4.2150 -0.1740 1.3103
C -4.0236 -1.2275 0.3949
H -3.4234 -1.0900 -0.5180
C -4.5923 -2.4787 0.6567
H -4.5166 -3.2685 -0.0901
C -5.2535 -2.7033 1.8655
H -5.7216 -3.6750 2.0568
C -5.3288 -1.6865 2.8271
H -5.8246 -1.8856 3.7725
C -4.7696 -0.4301 2.5712
H -4.7432 0.3514 3.3375
C -3.2955 1.8632 -0.7545
C -4.3211 1.3621 -1.5674
H -4.9698 0.5694 -1.1768
C -4.5384 1.9147 -2.8342
H -5.3501 1.5444 -3.4491
C -3.7196 2.9460 -3.3059
H -3.8929 3.3758 -4.3040
C -2.6474 3.3890 -2.5295
H -1.9957 4.1723 -2.9004
C -2.4144 2.8324 -1.2687
H -1.5724 3.1828 -0.6629
H -0.9332 1.0314 0.4087
H -2.0994 0.8291 1.4041
C 0.5301 2.5579 2.5554
P 1.2072 1.7554 1.0943
C 2.0458 3.0367 0.1544
C 2.5266 0.6337 1.7634
C 3.8619 1.0164 1.8620
C 4.8313 0.0729 2.2407
C 4.4625 -1.2420 2.5167
C 3.1175 -1.6388 2.4204
C 2.1568 -0.7003 2.0430
P 0.3985 -1.1851 1.6235
C 0.4303 -2.9601 1.3071
C -0.5368 -1.0376 3.1639
H -0.3845 3.1026 2.2855
H 1.2958 3.2593 2.9122
H 0.3110 1.8295 3.3455
H 2.6539 3.6310 0.8498
H 2.6773 2.5945 -0.6280
H 1.2814 3.6751 -0.3132
H 4.1404 2.0443 1.6468
H 5.8787 0.3767 2.3131
H 5.2157 -1.9753 2.8153
H 2.8219 -2.6693 2.6400
H -0.4921 -3.2256 0.7706
H 1.3064 -3.2281 0.7035
H 0.4588 -3.4772 2.2762
H -0.3453 -1.9469 3.7475
H -0.2142 -0.1625 3.7386
H -1.6081 -0.9681 2.9361

(6)
15
Properties=species:S:1:pos:R:3 method="wB97M-V/def2-TZVPD" gap_ev=7.87 lumo_ev=3.1 e_above_lowest_kj_mol=6.9 total_charge=-1 total_energy_ha=-1140.6959 homo_ev=-4.75
C 0.6148 -0.3504 0.8640
C 1.8105 -0.2119 -0.1336
O 2.8822 -0.7301 0.2090
O 1.5432 0.4189 -1.1951
C -0.0877 0.9559 1.1291
S -1.7644 0.7339 1.8591
S -2.9881 0.2850 0.3118
H -0.0472 -1.1300 0.4720
H 0.9797 -0.7373 1.7924
H 0.3811 1.5266 1.9328
H -0.1857 1.6267 0.2775
H -2.7135 -1.0122 0.1106
H 0.1234 0.0365 -1.9876
H -0.0024 -1.0376 -3.0384
O -0.5460 -0.3740 -2.6036

(7)
153
Properties=species:S:1:pos:R:3 method="wB97M-V/def2-TZVPD" gap_ev=7.33 lumo_ev=-1.1 total_charge=0 total_energy_ha=-10329.5550 homo_ev=-8.46 smiles="COCCCCCN1c2cc(B(O)OC)cc(N)c2Sc2c([C@@H](I)[C@@H](C)I)c(C(F)(F)C(F)(F)C(F)(F)C(F)(F)F)c([PH2]=O)c([C@@H](Br)[C@H](C)Br)c21.COCCOCCOC.COCCOCCOC.COCCOCCOC"
C -4.9069 -0.3242 -8.6901
O -4.3105 -1.0184 -7.5450
C -2.8696 -1.0356 -7.7498
C -2.2055 -1.4645 -6.3273
C -2.7022 -0.4453 -5.1730
C -1.9167 -0.6835 -3.7612
C -0.7473 0.3923 -3.5084
N -1.2084 1.7866 -3.2509
C -2.6108 1.8864 -2.8102
C -3.7778 2.3860 -3.7070
C -5.2539 2.4558 -3.1727
B -6.4406 3.0343 -4.1605
O -6.8102 4.4084 -3.9511
O -7.0252 2.2092 -5.1841
C -7.1170 0.8113 -4.7588
C -5.6387 2.0220 -1.7142
C -4.4702 1.5184 -0.8043
N -4.7218 1.1310 0.5899
C -3.0204 1.4597 -1.3459
S -1.5681 0.9105 -0.2994
C -0.3146 2.2160 -0.7705
C 0.6343 2.9237 0.2544
C 0.4508 2.5068 1.7833
I -1.5539 3.0588 2.5817
C 0.7877 0.9317 2.0699
C 1.8715 0.3579 1.0242
I 1.7367 0.7319 4.0638
C 1.6718 3.9988 -0.2536
C 2.7045 4.7014 0.7629
F 3.1990 3.7751 1.7616
F 3.9597 5.0378 0.1216
C 2.1245 6.0567 1.3960
F 0.7013 6.0594 1.2958
F 2.5465 7.1118 0.5048
C 2.6912 6.4595 2.8318
F 2.3348 7.8346 3.0415
F 4.1016 6.3371 2.7856
C 2.1690 5.6143 4.0803
F 2.1073 6.5245 5.1896
F 3.0739 4.5965 4.5148
F 0.8813 5.0696 3.9616
C 1.6402 4.3797 -1.7880
P 2.6893 5.7341 -2.5784
O 1.6666 6.7531 -3.1852
C 0.6738 3.6573 -2.8049
C 0.6006 3.9790 -4.3672
Br 1.2869 2.4512 -5.5068
C -0.9064 4.4134 -4.8551
C -1.3443 3.7579 -6.2484
Br -1.0151 6.4123 -5.1086
C -0.3126 2.5272 -2.3187
H -4.4241 0.7243 -8.7410
H -6.0451 -0.2650 -8.5292
H -4.6910 -0.9415 -9.6301
H -2.5920 -1.8117 -8.5640
H -2.4604 -0.0185 -8.1025
H -1.0641 -1.4170 -6.3999
H -2.6132 -2.4934 -6.0493
H -3.8340 -0.4031 -5.0528
H -2.3846 0.6071 -5.5447
H -1.3690 -1.6951 -3.9129
H -2.6176 -0.8453 -2.8790
H -0.1809 0.0186 -2.5673
H -0.0110 0.2665 -4.3723
H -3.5385 2.7255 -4.7828
H -7.7384 4.5073 -4.2610
H -7.8797 0.2416 -5.4013
H -6.1068 0.2837 -4.8236
H -7.4960 0.8243 -3.6675
H -6.6885 2.0788 -1.2843
H -5.7090 0.9058 0.7653
H -4.3798 1.8591 1.2491
H 1.1059 3.0696 2.5238
H -0.1727 0.3216 2.1381
H 1.2988 0.0519 0.0855
H 2.3469 -0.5926 1.4670
H 2.6771 1.1528 0.8191
H 3.4774 6.5141 -1.6887
H 3.5752 5.1864 -3.5721
H 1.2548 4.8506 -4.7111
H -1.6407 4.1937 -3.9921
H -1.5257 2.6309 -6.2134
H -0.6207 4.0991 -7.0603
H -2.3673 4.2309 -6.5186
C -1.0579 -5.2397 6.2148
O -0.3349 -4.2897 6.9747
C -0.4827 -4.4991 8.3767
C 0.6737 -3.8534 9.1326
O 1.8635 -4.6446 9.1155
C 2.5799 -4.6634 7.8790
C 3.3183 -3.3600 7.5969
O 2.4236 -2.3863 7.0687
C 2.9176 -1.0699 7.2248
H -2.1269 -5.1799 6.4398
H -0.9049 -5.0194 5.1574
H -0.6852 -6.2501 6.4141
H -0.5161 -5.5699 8.6032
H -1.4261 -4.0318 8.6823
H 0.3881 -3.7858 10.1866
H 0.8698 -2.8367 8.7908
H 1.9310 -4.9512 7.0504
H 3.3262 -5.4555 7.9902
H 4.0990 -3.5355 6.8478
H 3.7776 -2.9944 8.5238
H 3.0368 -0.8300 8.2861
H 2.1893 -0.3797 6.7956
H 3.8722 -0.9516 6.7000
C 5.3266 4.8617 -13.1575
O 4.1770 4.7187 -12.3448
C 3.7239 3.3687 -12.2882
C 2.8706 3.1489 -11.0435
O 3.6475 2.9628 -9.8592
C 4.2600 4.1386 -9.3254
C 3.2653 5.0754 -8.6495
O 2.5867 5.8650 -9.6205
C 1.3693 6.3886 -9.1228
H 5.1140 4.5486 -14.1841
H 5.6150 5.9137 -13.1598
H 6.1574 4.2771 -12.7480
H 4.5739 2.6789 -12.2760
H 3.1184 3.1863 -13.1839
H 2.3200 2.2129 -11.1765
H 2.1294 3.9376 -10.9107
H 4.8544 4.6532 -10.0818
H 4.9562 3.7797 -8.5617
H 3.8010 5.7594 -7.9809
H 2.5468 4.4846 -8.0677
H 0.6845 5.5765 -8.8572
H 0.9067 6.9844 -9.9112
H 1.5517 7.0294 -8.2534
C 0.4627 -12.4925 12.5998
O 0.4992 -11.2804 11.8706
C -0.4988 -11.2349 10.8542
C -0.7933 -9.7898 10.4662
O -1.6660 -9.1311 11.3858
C -1.0847 -8.7574 12.6368
C -0.1382 -7.5679 12.5232
O 1.1365 -7.9903 12.0521
C 1.8788 -6.9200 11.4954
H 0.6365 -13.3459 11.9375
H 1.2507 -12.4619 13.3535
H -0.4999 -12.6003 13.1112
H -1.4195 -11.7165 11.1989
H -0.1079 -11.7751 9.9839
H -1.3339 -9.8024 9.5152
H 0.1193 -9.2147 10.3056
H -0.6094 -9.6107 13.1229
H -1.9266 -8.4582 13.2680
H 0.0053 -7.1173 13.5122
H -0.5700 -6.8235 11.8422
H 1.3568 -6.5031 10.6296
H 2.8418 -7.3095 11.1611
H 2.0516 -6.1401 12.2453